1.
The following is a DFT calculation (ωB97M-V/def2-TZVPD) of a structure of composition C30H50P2Pt in a non-equilibrium geometry.

```
! wB97M-V def2-TZVPD RIJCOSX def2/J DEFGRID3
* xyz 2 5
Pt -0.334 -0.667 -1.238
C -2.187 1.844 0.149
C -2.779 1.069 -0.845
C -2.131 -0.328 0.893
C -1.808 0.986 1.195
C -2.704 -0.330 -0.456
C -2.132 3.324 0.209
H -1.864 3.745 -0.769
H -1.431 3.692 0.970
H -3.126 3.701 0.495
C -1.428 1.440 2.558
H -0.998 2.439 2.606
H -0.778 0.695 3.018
H -2.350 1.406 3.151
C -2.495 -1.347 1.872
H -3.596 -1.353 1.954
H -2.173 -1.063 2.884
H -2.178 -2.372 1.646
C -3.559 -1.432 -0.965
H -4.634 -1.199 -1.035
H -3.460 -2.317 -0.333
H -3.216 -1.711 -1.964
C -3.516 1.572 -2.007
H -4.525 1.905 -1.727
H -3.624 0.794 -2.763
H -2.986 2.419 -2.451
C 1.308 0.349 -1.916
C 0.165 1.181 -2.032
C -0.387 1.530 -3.424
C -1.215 0.349 -4.029
C -1.196 -0.857 -3.147
C 0.089 -1.652 -3.020
C 1.256 -1.281 -3.855
C 2.023 -0.114 -3.192
H 0.470 1.780 -4.086
H -0.852 0.072 -5.034
H -1.070 2.401 -3.322
H 2.107 0.751 -3.862
H 1.958 0.430 -1.050
H -0.129 1.845 -1.201
H 3.057 -0.418 -2.977
H 1.935 -2.135 -3.969
H -0.061 -2.714 -2.933
H 0.932 -1.047 -4.878
H -2.262 0.657 -4.169
H -2.047 -1.523 -3.243
P 1.694 2.141 0.781
C 1.566 3.016 2.361
H 2.495 3.560 2.546
H 1.383 2.295 3.165
H 0.709 3.701 2.322
C 3.438 1.595 0.614
H 4.083 2.279 1.173
H 3.720 1.566 -0.444
H 3.556 0.574 0.997
C 1.536 3.483 -0.443
H 1.769 3.099 -1.447
H 2.216 4.296 -0.167
H 0.498 3.851 -0.447
P 1.092 -2.367 0.351
C -0.249 -3.428 -0.421
H 0.081 -4.297 -0.990
H -0.881 -2.820 -1.110
H -0.926 -3.739 0.376
C 2.493 -2.447 -0.865
H 2.180 -2.256 -1.891
H 3.034 -3.389 -0.843
H 3.185 -1.642 -0.604
C 1.745 -3.541 1.576
H 2.388 -4.319 1.155
H 0.911 -3.975 2.127
H 2.332 -2.914 2.250
C 1.464 -1.078 5.346
C 0.401 -1.763 4.759
C 0.165 -1.646 3.377
C 0.970 -0.826 2.626
C 1.990 -0.108 3.185
C 2.264 -0.256 4.578
H 1.700 -1.236 6.397
H -0.250 -2.425 5.341
H -0.590 -2.319 2.940
H 2.657 0.545 2.641
H 3.116 0.277 4.977
*
```

Summary:
energy above the lowest of the compared OMol25 structures with the same formula, charge and spin = 2.724 eV
frontier orbital gap (alpha / beta) = 7.358 / 3.834 eV
E_HOMO (alpha / beta) = -12.6 / -13.1 eV

Löwdin atomic charge list, values in e, 4 entries: atom 1 (Pt): 1.114, atom 2 (C): -0.212, atom 3 (C): -0.176, atom 4 (C): -0.213


2.
The following is a DFT calculation (ωB97M-V/def2-TZVPD) of a structure of composition C3H5O4Rb in a non-equilibrium geometry.

```
! wB97M-V def2-TZVPD RIJCOSX def2/J DEFGRID3
* xyz 2 1
H 1.356 1.846 -2.332
C 0.973 1.297 -1.467
C 0.719 1.790 -0.109
O 0.411 0.594 0.587
C 0.354 -0.448 -0.201
O 0.742 -1.576 0.035
Rb -3.208 -3.754 -0.206
O 0.718 0.074 -1.557
H -0.124 2.503 -0.092
H 1.612 2.277 0.318
H -0.321 -1.917 1.571
O -1.428 -1.714 1.483
H -1.804 -0.972 1.970
*
```

Summary:
frontier orbital gap = 8.779 eV
E_HOMO = -18.4 eV

Löwdin atomic charge list, values in e, 4 entries: atom 1 (H): 0.206, atom 2 (C): 0.134, atom 3 (C): 0.004, atom 4 (O): 0.144


3.
The following is a DFT calculation (ωB97M-V/def2-TZVPD) of a cluster of 2 separate species, C6H12O in total in a non-equilibrium geometry.

```
! wB97M-V def2-TZVPD RIJCOSX def2/J DEFGRID3
* xyz 0 1
C 0.805 -1.042 -0.989
C -1.058 0.596 -0.509
C -1.389 0.355 0.809
C -0.501 1.912 -0.960
C 1.547 -0.660 0.087
C 1.110 -0.898 1.436
O -0.024 -2.133 -1.003
H -0.209 -2.402 -0.096
H 1.050 -0.730 -1.995
H -1.484 -0.035 -1.278
H 2.269 0.123 -0.085
H -1.431 1.197 1.494
H -0.063 -0.312 1.397
H -2.149 -0.385 1.030
H 0.271 1.781 -1.720
H -0.050 2.462 -0.131
H -1.283 2.540 -1.393
H 0.865 -1.928 1.695
H 1.721 -0.443 2.210
*
```

Summary:
SMILES = C/C=C\O.C=CC
energy above the lowest of the compared OMol25 structures with the same formula, charge and spin = 3.204 eV
frontier orbital gap = 9.324 eV
E_HOMO = -8.3 eV

Löwdin atomic charge list, values in e, 4 entries: atom 1 (C): -0.249, atom 2 (C): -0.251, atom 3 (C): -0.097, atom 4 (C): -0.104


4.
The following is a DFT calculation (ωB97M-V/def2-TZVPD) of a structure of composition C12H24F16Li5N8O38S19 in a non-equilibrium geometry.

```
! wB97M-V def2-TZVPD RIJCOSX def2/J DEFGRID3
* xyz -3 1
Li -2.352 -1.725 1.756
Li 1.532 -1.951 4.992
Li -0.312 2.721 -2.060
Li -2.700 0.980 1.910
Li 0.685 -3.247 -1.506
N -0.291 -2.307 5.604
S -1.189 -3.174 4.451
O -1.901 -2.391 3.470
O -1.676 -4.461 4.798
F 0.112 -3.434 3.539
S -1.430 -1.420 6.127
O -2.503 -2.120 6.812
O -1.594 -0.163 5.429
F -0.616 -0.972 7.483
N -3.463 4.873 3.983
S -4.542 3.813 3.733
O -4.921 3.079 4.925
O -4.647 3.123 2.477
F -5.739 4.849 3.519
S -2.276 3.657 4.064
O -2.165 2.627 3.073
O -1.951 3.366 5.462
F -0.922 4.366 3.577
N -3.960 -0.576 2.176
S -5.030 -0.397 1.079
O -6.183 0.479 1.318
O -5.261 -1.563 0.280
F -4.279 0.623 0.151
S -5.126 -0.823 3.387
O -6.067 -1.912 3.116
O -5.470 0.370 4.118
F -4.156 -1.624 4.383
N 2.503 -3.236 -2.327
S 2.447 -2.940 -3.917
O 3.509 -3.371 -4.792
O 1.635 -1.803 -4.241
F 1.434 -4.143 -4.106
S 3.617 -2.070 -1.898
O 2.986 -1.297 -0.839
O 4.458 -1.469 -2.883
F 4.643 -2.996 -1.044
N 0.396 2.929 -3.799
S 1.777 2.236 -4.136
O 2.282 2.238 -5.498
O 2.118 1.139 -3.310
F 2.670 3.448 -3.553
S -0.427 1.602 -4.519
O -0.926 0.772 -3.450
O -0.211 1.106 -5.855
F -1.818 2.319 -4.932
N -1.123 -0.222 1.308
S -0.659 -0.293 -0.317
O -0.488 -1.600 -0.863
O 0.018 0.806 -0.971
F -2.083 0.174 -0.917
S 0.315 0.132 1.795
O 0.489 1.537 2.103
O 1.463 -0.646 1.389
F 0.073 -0.399 3.325
N 0.762 -5.129 -0.684
S 0.063 -4.848 0.891
O -0.370 -5.851 1.807
O -0.570 -3.544 0.937
F 1.462 -4.552 1.604
S 0.078 -6.494 -0.769
O -1.384 -6.459 -0.806
O 0.769 -7.636 -0.198
F 0.351 -6.602 -2.378
N -1.524 4.219 -1.381
S -2.021 3.910 0.217
O -2.443 2.543 0.476
O -2.574 4.902 1.112
F -0.501 3.874 0.713
S -2.898 4.168 -2.098
O -3.914 5.099 -1.621
O -3.325 2.922 -2.640
F -2.408 4.921 -3.472
C -3.002 -2.521 -5.716
C -3.909 -3.002 -4.531
C -3.262 -4.228 -3.843
S -1.411 -4.010 -4.118
O -1.063 -5.178 -4.929
O -0.787 -3.736 -2.797
C -1.614 -2.464 -5.159
H -3.454 -1.540 -5.882
H -3.121 -3.013 -6.680
H -4.915 -3.199 -4.907
H -4.099 -2.334 -3.691
H -3.375 -5.212 -4.301
H -3.540 -4.480 -2.820
H -0.712 -2.418 -5.771
H -1.434 -1.598 -4.518
C 4.572 0.922 0.854
C 5.503 -0.326 0.879
C 4.701 -1.442 1.475
S 4.203 -0.759 3.031
O 5.457 -0.631 3.773
O 3.040 -1.362 3.663
C 3.797 0.837 2.219
H 3.868 0.908 0.021
H 5.052 1.878 0.638
H 6.407 -0.112 1.453
H 5.998 -0.477 -0.082
H 5.241 -2.374 1.630
H 3.734 -1.631 0.998
H 3.856 1.667 2.923
H 2.732 0.861 1.971
C 3.798 4.947 1.398
C 4.320 5.402 0.054
C 4.116 4.231 -0.973
S 2.497 3.424 -0.467
O 2.601 2.024 -0.229
O 1.405 3.909 -1.305
C 2.420 4.301 1.143
H 3.685 5.773 2.099
H 4.422 4.169 1.839
H 5.370 5.703 0.019
H 3.886 6.313 -0.362
H 4.875 3.446 -0.946
H 4.153 4.452 -2.039
H 2.013 3.712 1.962
H 1.716 5.109 0.936
*
```

Summary:
frontier orbital gap = 7.834 eV
E_HOMO = -3.7 eV

Löwdin atomic charge list, values in e, 4 entries: atom 1 (Li): 0.642, atom 2 (Li): 0.750, atom 3 (Li): 0.586, atom 4 (Li): 0.619


5.
The following is a DFT calculation (ωB97M-V/def2-TZVPD) of a cluster of 2 separate species, C2HNO3 in total in a non-equilibrium geometry.

```
! wB97M-V def2-TZVPD RIJCOSX def2/J DEFGRID3
* xyz 0 1
C 3.190 0.763 1.258
C 3.254 -0.429 0.217
N 2.385 1.410 0.588
O 0.658 -0.616 -0.270
O 3.652 -1.493 -0.027
O 2.467 0.481 -0.501
H 0.434 -0.684 -1.310
*
```

Summary:
energy above the lowest of the compared OMol25 structures with the same formula, charge and spin = 8.207 eV
frontier orbital gap (alpha / beta) = 8.955 / 9.521 eV
E_HOMO (alpha / beta) = -11.3 / -10.9 eV

Löwdin atomic charge list, values in e, 4 entries: atom 1 (C): 0.113, atom 2 (C): -0.412, atom 3 (N): 0.105, atom 4 (O): -0.063